This record from the OMol25 dataset describes CN2O2S in the gas phase at a distorted geometry. The level of theory is ωB97M-V/def2-TZVPD.

F_max: 0.141 hartree/bohr
net charge: 0
multiplicity: 3
LUMO level (alpha / beta): 0.123 / -3.680 eV
gap between HOMO and LUMO (alpha / beta): 7.69 / 6.94 eV
E: -18941.943 eV

XYZ file:
```
6
Properties=species:S:1:pos:R:3:forces:R:3:lowdin_spin:R:1
C 1.248393 0.095344 -0.079281 1.4 0.4 0.4 0.118
N 0.330384 -0.672781 0.025557 -1.4 -0.6 -0.2 0.171
N -0.905790 -0.998489 0.011088 6.2 -2.9 0.4 0.564
O 2.314153 0.566404 -0.011198 -0.2 0.4 -0.3 0.172
O -2.311171 1.261369 0.018626 1.3 3.1 0.2 0.468
S -2.213083 -0.179280 -0.014292 -7.2 -0.4 -0.5 0.506
```
Forces are in eV/Å.


This record from the OMol25 dataset describes C7H7BrFNO2 in the gas phase at a distorted geometry. The level of theory is ωB97M-V/def2-TZVPD.

F_max: 0.076 hartree/bohr
net charge: 0
LUMO level: -0.758 eV
gap between HOMO and LUMO: 8.35 eV
SMILES string: CC1=C(F)C=CC[C@@]1(Br)[N+](=O)[O-]
E: -85712.682 eV

XYZ file:
```
19
Properties=species:S:1:pos:R:3:forces:R:3:mulliken_charge:R:1
C -1.847570 0.572268 -0.846352 -3.5 -1.6 0.2 -0.380
C -0.993658 1.482195 -1.273590 -1.0 -0.9 1.0 -0.642
C -1.465956 -0.685525 -0.228067 1.6 0.3 1.4 0.377
C -0.260003 -0.857789 0.339046 0.8 2.5 -1.3 0.924
C 0.422243 1.198186 -1.196037 1.4 -1.8 0.2 -0.873
C 0.859987 0.182595 -0.119958 -1.4 -1.6 -0.5 -0.167
C 0.152019 -1.892234 1.282206 0.6 -0.1 -2.7 -1.581
N 1.487242 0.868522 1.073555 0.0 -0.5 1.3 1.050
O 1.295939 0.374668 2.171327 -0.2 0.3 -0.4 -0.579
O 2.202202 1.809370 0.875565 0.2 0.8 -0.4 -0.579
F -2.485559 -1.529632 0.112695 0.6 0.6 -0.4 -0.307
Br 2.506210 -0.826721 -0.793602 -0.9 0.4 0.1 -0.055
H -2.994878 0.474117 -0.765908 1.6 1.5 -0.8 0.299
H -1.213502 2.426794 -1.651964 -0.9 1.3 -0.6 0.507
H 0.668529 0.732122 -2.160732 0.5 0.4 0.1 0.364
H 0.982318 2.075606 -0.980955 0.7 0.8 -0.5 0.471
H 1.221234 -1.852525 1.142430 0.3 -0.9 1.2 0.425
H -0.259455 -2.736403 0.804420 -0.1 -1.8 -0.1 0.469
H -0.277345 -1.815606 2.215925 -0.3 0.4 2.2 0.278
```
Forces are in eV/Å.


This record from the OMol25 dataset describes 3 unconnected molecules or ions with the total composition C21H32F6N4O9P2 at a distorted geometry. The level of theory is ωB97M-V/def2-TZVPD.

F_max: 0.136 hartree/bohr
net charge: 0
LUMO level: -0.482 eV
gap between HOMO and LUMO: 7.46 eV
SMILES string: C=CC(=O)OCCCCCC[C@@](O)(C#N)[C@@](C#N)([PH2]=N)P(=N)(O)O.CCOC(=O)C(F)(F)F.CCOC(=O)C(F)(F)F
E: -81557.525 eV

XYZ file:
```
74
Properties=species:S:1:pos:R:3:forces:R:3:mulliken_charge:R:1
C -1.346773 0.501345 2.083577 0.3 1.2 -0.4 -0.370
C -1.212912 1.789789 1.447429 0.3 0.1 -0.4 -0.236
C -0.989285 1.997260 -0.144770 -3.9 -2.2 -1.6 0.760
O -1.592151 1.254270 -0.996970 3.2 3.2 3.3 -0.555
O -0.053664 3.014145 -0.497241 -1.1 -2.5 0.7 -0.364
C 0.956478 2.532549 -1.426436 1.8 -0.1 -0.6 -0.628
C 1.554827 1.074977 -1.089221 0.7 0.4 -1.1 0.817
C 3.173812 1.146824 -1.338897 -0.6 -0.7 1.5 -0.923
C 3.866237 -0.327751 -1.317017 1.2 0.7 -0.3 -0.262
C 3.964136 -1.018437 -2.769716 -0.1 0.7 -0.1 -0.993
C 2.569654 -1.600448 -3.332857 0.2 0.0 -1.0 -0.560
C 1.957649 -2.821352 -2.483355 0.2 0.7 1.6 0.437
O 3.071035 -3.607986 -1.927871 -1.5 0.6 0.4 -0.516
C 1.117583 -2.332797 -1.173318 -3.1 2.3 1.8 -0.398
N 0.406111 -1.857856 -0.308293 4.3 -2.9 -4.5 -0.488
C 0.982119 -3.798278 -3.370264 2.1 -1.6 -1.8 1.080
C 1.825031 -4.552079 -4.541773 2.7 -0.1 -3.0 -0.177
N 2.488623 -4.941613 -5.485123 -3.9 1.9 5.5 -0.565
P 0.353517 -5.203706 -2.226521 -1.7 0.2 2.0 0.038
N -1.016649 -4.847399 -1.467453 1.8 -0.6 -0.2 -0.590
P -0.408480 -2.851657 -4.256107 -3.0 2.6 -0.6 0.894
N -0.772438 -1.445573 -3.602262 0.1 -2.5 -0.6 -0.577
O -1.855622 -3.801542 -4.316996 3.5 0.1 -0.3 -0.502
O 0.131521 -2.582453 -5.855134 -1.3 -1.7 2.0 -0.515
H -0.434261 0.142430 2.707513 -2.7 1.3 0.3 0.020
H -2.277884 -0.173856 2.051109 2.2 0.4 -1.5 0.247
H -1.215775 2.756392 2.085603 1.9 -1.7 -1.0 0.311
H 1.846587 3.276641 -1.346664 -1.8 -1.0 0.1 0.328
H 0.628215 2.564078 -2.531322 0.1 -0.1 1.8 0.240
H 1.042007 0.336548 -1.824639 0.9 1.1 1.6 -0.159
H 1.438444 0.752654 0.010011 -0.2 0.5 -1.8 -0.280
H 3.589036 1.685452 -0.393931 -0.6 -0.7 -1.7 0.336
H 3.456270 1.773018 -2.255335 -0.4 -1.1 1.1 0.361
H 3.416617 -1.008252 -0.500121 0.4 1.1 -1.4 0.098
H 4.964240 -0.135270 -0.979224 -1.8 -0.5 -0.6 0.324
H 4.834325 -1.786157 -2.828594 -1.8 1.1 0.2 0.285
H 4.270356 -0.170161 -3.505901 -0.6 -1.4 1.2 0.393
H 1.766356 -0.778309 -3.507913 1.3 -1.5 0.6 0.354
H 2.803147 -2.008126 -4.398761 -0.5 0.4 1.8 0.475
H 3.028739 -3.518495 -0.938042 0.1 -0.1 -1.5 0.475
H 1.358701 -5.495357 -1.216729 -0.1 0.2 -1.4 0.111
H 0.267013 -6.377181 -3.063893 0.4 0.8 0.0 0.190
H -0.767534 -4.906439 -0.457359 -0.6 0.3 -0.9 0.266
H -1.781430 -1.490866 -3.359531 0.9 0.3 0.2 0.208
H -1.646602 -4.761897 -4.237036 -0.5 0.8 -0.1 0.338
H -0.650872 -2.694834 -6.454994 0.9 0.2 0.7 0.318
C -5.304002 1.641054 -0.403822 -0.1 -0.1 0.3 -1.037
C -5.395810 3.043203 -0.973207 0.4 -0.6 -0.4 -0.195
O -6.203719 3.885760 -0.133294 0.0 0.8 1.0 -0.316
C -5.605632 4.356291 0.983567 1.2 -1.3 -1.4 0.368
O -4.466167 4.111195 1.297983 -1.2 0.6 0.2 -0.494
C -6.556639 5.265363 1.756152 -1.3 1.2 1.2 0.863
F -7.786602 4.722642 1.903084 0.7 -0.1 -0.3 -0.247
F -6.736514 6.452617 1.132357 0.4 -0.6 -0.1 -0.255
F -6.116585 5.549831 2.998264 0.2 -0.4 -0.8 -0.240
H -6.302384 1.225345 -0.244670 0.0 0.0 -0.2 0.357
H -4.749416 0.986081 -1.078610 0.0 0.1 0.0 0.347
H -4.801864 1.638413 0.566001 0.1 0.0 -0.2 0.221
H -5.885143 3.010983 -1.950719 -0.2 0.2 0.3 0.311
H -4.406423 3.485184 -1.122707 -0.1 0.0 0.2 0.316
C 2.406699 0.922414 7.920794 0.2 0.2 -0.2 -1.111
C 1.736174 -0.152525 7.086923 0.1 -0.1 0.8 -0.210
O 1.517570 0.304491 5.741847 0.5 0.1 -1.2 -0.272
C 2.597257 0.290432 4.928626 0.3 -0.8 2.0 0.088
O 3.696641 -0.074595 5.266832 -0.9 0.5 -0.9 -0.521
C 2.216086 0.757442 3.527206 -0.4 1.0 -1.9 1.213
F 1.476497 1.888427 3.540906 0.4 -0.6 0.4 -0.275
F 1.480054 -0.170329 2.868513 0.7 0.0 0.6 -0.315
F 3.286099 1.015799 2.749803 -0.3 -0.4 0.8 -0.266
H 1.826507 1.847993 7.890956 -0.1 -0.1 0.1 0.304
H 2.507152 0.599032 8.958815 -0.1 0.0 -0.1 0.373
H 3.401414 1.159655 7.537613 0.0 -0.1 0.1 0.320
H 0.752043 -0.381023 7.505486 0.0 0.1 -0.4 0.309
H 2.310650 -1.083424 7.087644 0.0 0.2 -0.2 0.316
```
Forces are in eV/Å.


This record from the OMol25 dataset describes 2 unconnected molecules or ions with the total composition C10H16O at a distorted geometry. The level of theory is ωB97M-V/def2-TZVPD.

F_max: 0.030 hartree/bohr
net charge: 0
LUMO level: 0.792 eV
gap between HOMO and LUMO: 9.16 eV
SMILES string: Cc1ccc(O)cc1.CCC
E: -12676.542 eV

XYZ file:
```
27
Properties=species:S:1:pos:R:3:forces:R:3:mulliken_charge:R:1
C -2.639343 1.326019 2.110784 0.6 -0.5 1.0 -1.462
C -0.638220 -1.349297 -0.585801 -0.8 0.4 0.6 0.442
C -0.470007 -1.527946 0.788650 0.3 -0.1 -0.9 -0.261
C -1.294388 -0.212918 -1.056321 0.0 -0.1 0.3 -0.413
C -1.082482 -0.666441 1.690363 0.1 -0.3 0.1 -0.709
C -1.900060 0.629570 -0.138982 0.6 0.2 0.1 -0.531
C -1.832244 0.400910 1.240777 -0.5 0.2 -0.6 0.738
O -0.314405 -2.274145 -1.521117 -0.1 0.6 -0.9 -0.516
H 0.204781 -2.324979 1.071837 -0.2 -0.2 0.5 0.314
H 0.311985 -2.915192 -1.231252 0.7 -0.7 0.6 0.301
H -1.293230 -0.033502 -2.122509 -0.2 0.0 0.0 0.405
H -1.012948 -0.870106 2.750680 0.1 0.1 0.1 0.355
H -2.358204 1.562523 -0.444778 -0.2 -0.2 -0.3 0.306
H -2.546600 2.332898 1.716739 -0.5 0.2 0.0 0.353
H -2.286998 1.344958 3.148135 0.3 0.0 -0.2 0.365
H -3.664625 0.973661 2.232085 -0.2 0.3 -0.5 0.301
C 2.498031 0.601784 -0.540826 0.1 1.2 0.0 0.552
C 3.841147 0.237752 -1.134371 1.0 -0.4 -1.1 -1.353
C 2.247064 2.117844 -0.578679 -0.8 0.5 0.4 -1.240
H 1.660546 0.083768 -1.001185 0.1 -0.2 0.0 -0.144
H 2.517644 0.357747 0.522234 -0.1 -0.4 -0.1 0.198
H 4.227746 0.813104 -1.991878 -0.9 0.4 0.1 0.340
H 3.172686 2.692239 -0.528876 0.0 -0.1 0.1 0.369
H 3.858585 -0.768214 -1.566385 0.1 -0.2 0.6 0.348
H 4.670764 0.376770 -0.436954 -0.2 -0.4 0.3 0.335
H 1.663863 2.535220 -1.403092 0.3 -0.5 -0.5 0.306
H 1.605755 2.408634 0.262636 0.3 0.0 0.2 0.300
```
Forces are in eV/Å.


This record from the OMol25 dataset describes 2 unconnected molecules or ions with the total composition C9H20N3 at a distorted geometry. The level of theory is ωB97M-V/def2-TZVPD.

F_max: 0.081 hartree/bohr
net charge: +1
LUMO level: -3.250 eV
gap between HOMO and LUMO: 9.17 eV
E: -14119.487 eV

XYZ file:
```
32
Properties=species:S:1:pos:R:3:forces:R:3:mulliken_charge:R:1
C -0.107310 -1.699108 2.674944 -2.0 -0.6 -3.6 -0.366
C -1.914645 1.458336 0.659569 -2.5 1.3 0.1 0.094
C 1.760071 -0.674124 -1.543080 1.4 2.2 2.0 -1.743
C 0.718953 1.334087 -2.654977 -2.9 1.1 0.6 -1.938
C -0.714292 -0.593926 -1.812189 0.4 0.4 -1.0 -2.078
C 1.508132 1.684040 0.389618 -0.8 2.2 1.0 -1.557
C 0.579781 -1.423084 1.545635 -1.9 -0.6 0.8 -0.544
C 0.528362 0.253114 -1.541066 0.4 -0.2 -1.9 2.411
C 0.348413 1.055530 -0.328648 -1.3 1.0 0.8 0.073
N -1.531575 -2.040934 2.631674 1.8 0.9 3.4 -0.523
N -2.230664 0.600336 1.615677 2.3 1.0 -1.2 -0.191
N -0.879169 1.265695 -0.029943 2.1 0.8 -0.2 0.174
H 0.471927 -1.682829 3.542831 0.0 -0.1 1.8 0.376
H -2.684897 2.318802 0.396476 1.8 -1.9 0.5 0.340
H 2.214294 -0.885519 -0.549239 -0.8 0.0 -0.3 0.320
H 2.608417 -0.166009 -2.015021 -0.3 -0.6 -0.6 0.448
H 1.424872 -1.566253 -1.942204 0.1 -1.9 -1.2 0.439
H 1.611167 1.858956 -2.545008 1.7 0.7 0.1 0.502
H -0.094169 2.139666 -2.708205 0.8 -1.0 0.8 0.360
H 0.594274 0.962568 -3.631189 0.5 -1.2 -1.2 0.476
H -0.723210 -1.104858 -2.770833 0.9 -0.4 0.0 0.484
H -0.804861 -1.290922 -1.014756 -0.6 -0.7 0.4 0.511
H -1.590100 -0.012449 -1.954587 -0.9 0.8 0.6 0.491
H 1.363069 1.706448 1.480389 -0.2 -0.3 -0.3 0.416
H 1.711219 2.800291 0.193727 -0.6 -1.7 -0.4 0.313
H 2.383120 1.139738 0.198534 1.3 -0.6 -0.4 0.415
H 1.604754 -1.347093 1.770126 1.3 0.5 -0.7 0.214
H 0.125788 -1.459053 0.533986 0.7 -0.1 1.0 0.216
H -1.841466 -2.367251 3.582522 0.2 0.4 -1.6 0.235
H -3.083460 0.515738 2.014277 -3.1 0.1 1.3 0.187
H -1.567773 -0.089069 1.878122 0.5 -0.8 0.2 0.220
H -1.789025 -2.690867 1.932836 0.0 -0.7 -0.7 0.227
```
Forces are in eV/Å.


This record from the OMol25 dataset describes C2H3NO2S in the gas phase at a distorted geometry. The level of theory is ωB97M-V/def2-TZVPD.

F_max: 0.110 hartree/bohr
net charge: 0
multiplicity: 3
LUMO level (alpha / beta): 0.445 / -3.973 eV
gap between HOMO and LUMO (alpha / beta): 7.29 / 6.66 eV
E: -18536.538 eV

XYZ file:
```
9
Properties=species:S:1:pos:R:3:forces:R:3:lowdin_spin:R:1
C 2.256513 -0.679496 -0.124628 -2.3 -0.6 -0.1 0.036
C -1.538738 0.015388 0.128594 1.3 0.9 0.4 0.156
N 3.357066 -0.785462 0.121832 3.3 0.1 0.4 0.067
O 0.996411 -0.666701 -0.221760 1.2 -2.8 -2.1 0.307
O 0.183964 1.748225 -0.530290 1.1 3.4 -3.2 0.576
S 0.067107 0.734820 0.457763 -2.8 0.4 4.9 0.831
H -1.532946 -0.115983 -0.903774 -0.4 0.3 -1.9 0.006
H -2.217541 0.680505 0.563243 -1.3 0.8 0.2 0.018
H -1.571833 -0.931297 0.509022 -0.1 -2.4 1.5 0.004
```
Forces are in eV/Å.